{"formula": "C13H32Cl3GeO13P4Pd", "method": "ωB97M-V with the def2-TZVPD basis set", "multiplicity": 2, "relative_energy_kj_mol": 92.2, "s2": 0.76, "homo_ev": [-8.9, -9.5], "lumo_energy_ev": [-1.046, -0.949], "gap_ha": [0.2902, 0.3141], "species": ["Pd", "O", "P", "O", "O", "O", "P", "O", "O", "O", "H", "H", "C", "C", "C", "O", "P", "O", "C", "P", "O", "O", "C", "C", "C", "O", "C", "C", "C", "O", "C", "C", "C", "H", "H", "H", "H", "H", "H", "H", "H", "H", "H", "H", "H", "H", "H", "H", "H", "H", "H", "H", "H", "H", "H", "H", "H", "H", "H", "H", "H", "H", "H", "Cl", "Ge", "Cl", "Cl"], "positions_angstrom": [[-1.961, -1.794, 0.018], [-4.845, -3.989, 2.300], [-3.564, -3.339, 1.662], [-3.077, -4.320, 0.562], [-3.847, -1.954, 1.198], [-2.499, -3.371, 2.829], [-0.922, -2.907, 2.719], [-0.345, -4.016, 1.681], [-0.287, -3.015, 4.031], [-0.968, -1.614, 1.940], [-4.781, -4.942, 2.436], [0.168, -4.680, 2.159], [4.496, -1.404, -0.282], [3.569, -0.980, 0.838], [3.693, 0.490, 1.180], [2.208, -1.369, 0.510], [1.102, -0.699, -0.377], [0.099, -1.724, -0.755], [0.444, 0.697, 0.535], [-1.025, 1.438, -0.217], [-1.847, 0.434, -0.921], [-0.517, 2.566, -1.187], [0.213, 3.734, -0.712], [1.489, 3.811, -1.522], [-0.685, 4.940, -0.866], [-1.731, 2.234, 0.944], [-2.434, 1.469, 1.997], [-3.916, 1.617, 1.755], [-1.960, 2.009, 3.324], [1.796, -0.025, -1.627], [1.672, -0.620, -2.971], [0.375, -0.152, -3.592], [2.893, -0.180, -3.742], [5.533, -1.303, 0.040], [4.347, -0.778, -1.162], [4.317, -2.445, -0.551], [3.774, -1.572, 1.729], [3.513, 1.118, 0.303], [4.709, 0.688, 1.523], [3.009, 0.771, 1.980], [1.217, 1.462, 0.625], [0.189, 0.321, 1.529], [0.448, 3.589, 0.346], [1.255, 3.984, -2.574], [2.051, 2.879, -1.445], [2.115, 4.631, -1.166], [-0.968, 5.064, -1.912], [-0.162, 5.840, -0.538], [-1.587, 4.823, -0.267], [-2.149, 0.420, 1.906], [-4.204, 2.670, 1.780], [-4.468, 1.080, 2.527], [-4.189, 1.190, 0.790], [-2.202, 3.069, 3.418], [-0.882, 1.882, 3.437], [-2.449, 1.466, 4.134], [1.660, -1.704, -2.845], [0.386, 0.933, -3.714], [-0.479, -0.428, -2.975], [0.253, -0.612, -4.574], [2.949, 0.910, -3.770], [2.826, -0.543, -4.769], [3.811, -0.570, -3.304], [-0.057, -4.289, -1.914], [-1.934, -4.114, -0.882], [-3.070, -2.659, -2.127], [-2.566, -6.120, -1.421]], "forces_ev_per_a": [[0.650, 0.436, -0.581], [-0.058, -0.079, -0.065], [0.045, 0.433, 0.343], [-0.005, -0.375, 0.352], [-0.122, -0.199, -0.189], [-0.074, -0.370, 0.094], [0.214, 0.015, -0.048], [-0.065, -0.016, -0.010], [-0.026, 0.002, 0.028], [0.113, 0.097, 0.023], [0.011, 0.042, 0.012], [-0.029, 0.007, -0.016], [0.042, -0.012, -0.001], [-0.075, -0.019, -0.076], [0.028, 0.044, 0.004], [0.053, 0.033, 0.079], [-0.089, -0.113, -0.049], [0.067, 0.397, 0.029], [0.078, 0.075, 0.071], [-0.114, -0.168, -0.130], [-0.092, 0.372, 0.110], [-0.013, 0.063, 0.006], [-0.002, -0.060, -0.022], [0.025, 0.003, -0.007], [-0.002, 0.038, 0.002], [0.033, -0.024, 0.100], [0.027, 0.086, -0.121], [-0.046, -0.032, 0.021], [-0.012, 0.007, 0.049], [0.065, -0.010, -0.053], [-0.048, 0.048, 0.065], [-0.018, -0.001, -0.021], [0.022, 0.007, -0.052], [-0.012, 0.004, 0.001], [-0.013, -0.004, 0.006], [-0.002, 0.009, 0.004], [0.004, -0.015, 0.015], [-0.014, -0.021, 0.000], [-0.004, -0.006, -0.002], [0.005, -0.012, -0.001], [-0.002, -0.017, 0.063], [-0.027, -0.023, 0.001], [-0.004, 0.003, 0.004], [-0.002, -0.015, 0.009], [-0.002, 0.011, 0.002], [-0.016, 0.001, -0.003], [0.001, -0.007, 0.011], [0.000, -0.013, -0.001], [0.007, -0.007, -0.010], [0.006, -0.051, 0.024], [0.009, -0.008, 0.005], [0.008, 0.003, -0.009], [0.011, 0.016, -0.005], [-0.001, -0.008, -0.014], [-0.010, 0.005, -0.008], [0.007, 0.008, -0.012], [-0.001, -0.008, -0.004], [-0.009, -0.012, 0.018], [0.009, 0.007, 0.000], [0.020, 0.005, 0.009], [-0.008, -0.007, 0.008], [-0.003, -0.006, 0.016], [-0.008, 0.007, 0.006], [0.225, -0.066, 0.344], [-0.883, -0.300, -0.343], [0.116, -0.179, 0.106], [0.011, -0.021, -0.188]], "nbo_charge": [0.8768, -0.9688, 2.6115, -1.1782, -1.0999, -1.0932, 2.5566, -1.0182, -1.1028, -1.1892, 0.5203, 0.5188, -0.6336, 0.1200, -0.6454, -0.8249, 2.5000, -1.1289, -1.3040, 2.4703, -1.1377, -0.8235, 0.1069, -0.6282, -0.6262, -0.8458, 0.1026, -0.6314, -0.6264, -0.8601, 0.1111, -0.6416, -0.6222, 0.2189, 0.2114, 0.2280, 0.2003, 0.2091, 0.2295, 0.2211, 0.2773, 0.3222, 0.1789, 0.2179, 0.2189, 0.2172, 0.2172, 0.2151, 0.2300, 0.2093, 0.2072, 0.2257, 0.2359, 0.2110, 0.2125, 0.2281, 0.1996, 0.2115, 0.2512, 0.2189, 0.2126, 0.2228, 0.2124, -0.3341, 1.5427, -0.3458, -0.3993]}